208
Properties=species:S:1:pos:R:3 method="wB97M-V/def2-TZVPD" homo_lumo_gap_ev=9.14 e_homo_ev=-8.78 lumo_energy_ev=0.36 molar_mass_g_mol=1073.68 e_above_lowest_kcal_mol=23.0
C 1.31468 -1.44317 0.95261
C 0.47350 -1.57640 -0.40544
C -0.58886 -0.52800 -0.51766
O 1.33892 -1.46124 -1.52548
H 1.55155 -0.39339 1.13195
H 2.20448 -2.08887 1.08454
H 0.53534 -1.71545 1.68457
H -0.02628 -2.56533 -0.50470
H -1.42344 -0.49292 0.17841
H -1.06208 -0.60431 -1.52902
H -0.19380 0.47176 -0.44758
H 1.83083 -0.64585 -1.46337
C -0.21725 4.14925 -1.41268
C 0.33439 4.48313 -0.03969
C -0.75387 4.23814 1.03353
O 1.44019 3.65325 0.20177
H -1.03324 4.93902 -1.61121
H -0.52257 3.12564 -1.53283
H 0.60360 4.34279 -2.10615
H 0.65444 5.56684 0.04229
H -0.97879 3.15142 1.13001
H -1.66131 4.77889 0.76354
H -0.50555 4.66453 2.00990
H 1.62185 3.72689 1.18108
C 6.00806 -4.28374 5.29244
C 4.87309 -3.59422 4.46595
C 5.27632 -3.55327 2.97869
O 3.67592 -4.33835 4.51138
H 6.91442 -3.69049 5.08309
H 6.19245 -5.24913 4.79075
H 5.73178 -4.48562 6.35633
H 4.69758 -2.54370 4.83190
H 5.65216 -4.51806 2.54652
H 6.12949 -2.89615 2.92127
H 4.42349 -3.18231 2.39706
H 3.48558 -4.50828 5.46374
C 3.68214 3.93608 4.47851
C 2.47777 4.67416 3.87735
C 2.96636 5.78369 2.94248
O 1.62394 3.79744 3.08600
H 4.25434 4.51586 5.17242
H 4.31082 3.58835 3.66817
H 3.36014 3.07208 5.06083
H 1.94586 5.15107 4.69965
H 2.11852 6.12465 2.35091
H 3.72320 5.42164 2.27381
H 3.38676 6.57178 3.53716
H 1.01266 3.27631 3.70082
C 3.94412 0.21600 -2.85095
C 3.67923 1.45177 -1.95947
C 3.47894 2.73280 -2.79207
O 2.47903 1.20882 -1.14650
H 3.12251 -0.01043 -3.47711
H 4.23109 -0.70370 -2.29257
H 4.73855 0.34082 -3.57908
H 4.51828 1.61664 -1.27850
H 2.73794 2.71979 -3.61045
H 4.41203 3.03966 -3.26868
H 3.18050 3.53260 -2.07152
H 2.28558 2.05201 -0.73106
C -1.84431 5.95425 -4.12673
C -2.40211 4.56775 -4.39017
C -3.76452 4.51028 -4.97668
O -1.41610 3.94835 -5.23456
H -0.79228 5.84986 -3.98919
H -2.32711 6.38526 -3.21840
H -2.05266 6.62697 -4.95659
H -2.40091 3.98817 -3.42491
H -4.41207 4.92395 -4.22727
H -4.03681 3.49353 -5.26201
H -3.86946 5.16253 -5.84614
H -1.42253 2.97536 -5.18596
C 9.21681 2.53995 0.62830
C 7.72894 2.23323 0.45772
C 7.22845 1.07338 1.32186
O 5.85110 0.91107 0.97765
C 5.28839 -0.38830 1.26793
N 6.89525 3.40090 0.70603
H 9.66404 1.70725 0.10976
H 9.48652 2.58691 1.67949
H 9.48132 3.49651 0.17077
H 7.60374 1.82667 -0.55564
H 7.41299 1.18006 2.40019
H 7.87135 0.19146 1.05605
H 4.45902 -0.47716 0.55706
H 4.87828 -0.39894 2.31234
H 6.05434 -1.17773 1.10374
H 7.21313 4.24413 0.22731
H 5.94964 3.12564 0.37502
C -0.87268 -0.26968 -7.90462
C -2.08000 -0.34900 -6.96482
C -1.59923 -0.25072 -5.51577
O -0.99121 1.00624 -5.24145
C -0.35027 0.99384 -3.99700
N -3.08488 0.67252 -7.34530
H -1.17308 -0.09177 -8.95274
H -0.22161 -1.12327 -7.83891
H -0.24064 0.55606 -7.66391
H -2.55812 -1.32937 -6.95334
H -0.91994 -1.04804 -5.32712
H -2.44648 -0.31953 -4.88692
H 0.08339 1.92547 -3.80532
H 0.41740 0.29382 -3.90351
H -1.02717 0.72454 -3.21771
H -2.61292 1.52602 -7.30665
H -3.81514 0.73283 -6.69021
C -3.55284 -6.50076 0.46690
C -3.60818 -5.22126 1.39455
C -2.23354 -4.49112 1.41635
O -1.41720 -5.35864 2.18244
C -0.09773 -4.97066 2.46566
N -4.74160 -4.36081 1.04462
H -4.57400 -6.92741 0.51583
H -2.82439 -7.19576 0.88828
H -3.30631 -6.23500 -0.57733
H -3.80486 -5.61860 2.42729
H -2.39491 -3.51740 1.90182
H -1.79202 -4.41254 0.38386
H 0.50963 -4.98945 1.54390
H 0.35907 -5.67595 3.16032
H -0.03316 -3.93274 2.92933
H -4.72717 -3.50703 1.61219
H -4.71661 -4.19763 0.06895
C 3.06114 -0.11318 4.23308
C 2.31183 -0.35490 5.50936
C 2.64836 -1.56844 6.38862
O 1.67411 -1.59375 7.35807
C 1.73743 -2.82711 8.08084
N 2.28825 0.86730 6.37327
H 4.13413 0.09048 4.44950
H 2.70897 0.74221 3.72504
H 3.03977 -0.96602 3.55861
H 1.24610 -0.52046 5.28605
H 3.64438 -1.40239 6.88243
H 2.65368 -2.55816 5.81790
H 2.68056 -2.86691 8.62882
H 1.72400 -3.63022 7.27422
H 0.86600 -2.92703 8.67791
H 1.77198 0.72206 7.23336
H 3.22369 1.25835 6.61939
C -0.66573 0.91953 3.03600
C -1.09398 1.66947 4.23510
C -1.87790 0.67704 5.04918
O -2.90602 0.18935 4.17994
C -4.03355 -0.33382 4.80619
N 0.04227 2.29244 4.90896
H -0.03346 1.46961 2.33607
H -1.53951 0.57009 2.41566
H -0.04806 0.00591 3.29466
H -1.73578 2.48793 3.90011
H -2.41680 1.09290 5.97404
H -1.25026 -0.17032 5.40198
H -3.89756 -1.28989 5.30577
H -4.70857 -0.51336 3.94746
H -4.50081 0.31144 5.57358
H -0.25153 2.88283 5.67005
H 0.74172 1.64503 5.32171
C -7.02604 3.31911 -1.87201
C -6.11765 3.86042 -0.80488
C -4.72576 3.28998 -0.67587
O -4.71101 1.89312 -0.38322
C -3.60286 1.42987 0.25608
N -5.94148 5.29482 -0.96944
H -6.99886 2.23665 -1.82282
H -6.66825 3.58223 -2.87395
H -8.03862 3.66494 -1.73797
H -6.66061 3.67094 0.17312
H -4.36365 3.87114 0.15252
H -4.12152 3.60054 -1.54653
H -3.64577 0.29996 0.38557
H -3.42421 1.84225 1.24984
H -2.73079 1.68205 -0.34316
H -5.40136 5.64508 -0.15243
H -5.43677 5.50340 -1.82375
C -0.33152 -6.49605 -2.75591
C -0.93726 -5.09872 -2.89414
C 0.10259 -4.00878 -2.88737
O 0.98807 -4.13038 -3.99055
C 1.90789 -3.09364 -4.05081
N -1.80946 -4.81698 -4.04975
H 0.21960 -6.60384 -1.81980
H 0.31300 -6.68515 -3.55785
H -1.13845 -7.22368 -2.73572
H -1.59624 -4.95441 -2.05001
H 0.67833 -4.00856 -1.96985
H -0.37332 -3.02430 -2.84992
H 2.40574 -2.97410 -3.09330
H 1.37681 -2.13515 -4.12682
H 2.61796 -3.22096 -4.85304
H -2.34292 -5.62693 -4.34117
H -1.16860 -4.51827 -4.84028
C -4.02980 -1.86836 -2.44496
C -5.26565 -2.74242 -2.73137
C -5.65323 -2.62999 -4.22596
O -5.90256 -1.34561 -4.71219
C -7.13244 -0.76618 -4.38843
N -4.81287 -4.11551 -2.39818
H -3.32217 -2.26916 -3.13942
H -3.64811 -1.98458 -1.40106
H -4.13557 -0.79086 -2.58982
H -6.19090 -2.54561 -2.12275
H -6.48874 -3.32873 -4.35814
H -4.86684 -3.01306 -4.86019
H -6.96032 0.24009 -4.68203
H -7.31739 -0.81129 -3.28674
H -7.91458 -1.25476 -4.89133
H -4.06955 -4.38118 -2.99352
H -5.58651 -4.75908 -2.56595